[1]
Here is FeI as an isolated structure from the OMol25 dataset. Energies are from ωB97M-V with the def2-TZVPD basis set.

Element x y z (Å)
Fe -0.570 0.344 -1.061
I 0.570 -0.344 1.061

Calculated values
expectation value of S² = 8.755
lowest unoccupied orbital energy (alpha / beta) = 0.28 / -1.54 eV
multiplicity = 6
frontier orbital gap (alpha / beta) = 7.882 / 8.205 eV

=====

[2]
Here is FeN6O18 as an isolated structure from the OMol25 dataset. Energies are from ωB97M-V with the def2-TZVPD basis set.

Element x y z (Å)
Fe -0.037 -0.374 -0.299
N -2.385 1.492 -2.189
O -1.367 1.038 -1.594
O -2.326 1.687 -3.395
O -3.488 1.487 -1.621
N -2.006 0.779 2.076
O -2.145 0.474 3.291
O -2.632 1.744 1.707
O -1.402 -0.081 1.352
N -1.706 -3.320 0.013
O -0.985 -2.501 -0.648
O -2.379 -4.065 -0.725
O -1.817 -3.507 1.220
N 1.836 -1.762 2.149
O 1.685 -2.999 1.970
O 2.256 -1.240 3.197
O 1.569 -1.120 1.115
N 1.243 2.888 0.554
O 1.340 3.620 -0.499
O 1.242 3.472 1.658
O 0.953 1.706 0.663
N 3.073 0.098 -2.535
O 4.288 -0.211 -2.431
O 2.608 0.342 -3.641
O 2.583 0.351 -1.389

Calculated values
expectation value of S² = 6.005
lowest unoccupied orbital energy (alpha / beta) = 9.66 / 9.66 eV
multiplicity = 5
frontier orbital gap (alpha / beta) = 7.109 / 7.114 eV
relative energy (zero: lowest compared OMol25 entry of this formula, charge and spin) = 24.5 kcal/mol
charge = -4

=====

[3]
Here is H10LiO5 as an isolated structure from the OMol25 dataset. Energies are from ωB97M-V with the def2-TZVPD basis set.

Element x y z (Å)
Li -14.137 -49.695 0.871
O -14.740 -49.528 2.810
H -14.563 -50.225 3.324
H -15.039 -48.705 3.318
O -15.555 -51.227 0.734
H -15.631 -51.080 1.688
H -16.280 -51.144 0.199
O -12.276 -50.436 1.006
H -11.465 -50.010 1.017
H -12.309 -50.857 1.874
O -14.248 -49.655 -1.432
H -14.022 -50.710 -1.557
H -15.100 -49.299 -1.765
O -14.046 -47.738 0.767
H -13.669 -47.174 -0.005
H -14.477 -47.198 1.519

Calculated values
lowest unoccupied orbital energy = -3.64 eV
frontier orbital gap = 11.629 eV
relative energy (zero: lowest compared OMol25 entry of this formula, charge and spin) = 37.5 kcal/mol
charge = +1